[1]
Density functional theory data (ωB97M-V/def2-TZVPD) for the molecule C4H7N3.

Each line ends with the natural charge from an NBO analysis.
CARTESIAN COORDINATES (ANGSTROEM)
C 2.055 -0.659 -0.335  -0.604
C 0.862 0.236 -0.675  -0.424
C -0.450 -0.095 -0.034  0.072
C -1.618 0.608 -0.202  -0.108
N -2.336 0.298 0.899  -0.330
N -1.681 -0.551 1.693  -0.061
N -0.537 -0.792 1.131  -0.254
H 2.977 -0.197 -0.707  0.208
H 2.142 -0.783 0.749  0.224
H 1.983 -1.661 -0.775  0.210
H 1.002 1.226 -0.232  0.214
H 0.769 0.396 -1.756  0.213
H -1.946 1.304 -0.962  0.226
H -3.221 0.670 1.203  0.414

Kohn-Sham gap: 10.191 eV
LUMO energy: 0.9 eV
SMILES: CCc1c[nH]nn1
ΔE to the lowest compared entry with this formula, charge and spin: 22.0 kcal per mole


[2]
Density functional theory data (ωB97M-V/def2-TZVPD) for the molecule C4H7N3 in a non-equilibrium geometry.

Each line ends with the natural charge from an NBO analysis.
CARTESIAN COORDINATES (ANGSTROEM)
C 2.339 0.284 0.230  -0.409
N 1.287 0.166 -0.767  -0.605
C -0.022 0.032 -0.344  0.167
N -1.017 0.389 -1.185  -0.197
N -2.155 0.110 -0.552  -0.357
C -1.891 -0.464 0.701  -0.380
C -0.448 -0.472 0.947  -0.171
H 2.239 -0.541 0.940  0.223
H 3.310 0.211 -0.269  0.199
H 2.299 1.226 0.802  0.175
H 1.373 0.788 -1.565  0.381
H -3.025 0.181 -1.054  0.405
H -2.621 -0.336 1.473  0.252
H -1.667 -1.573 0.642  0.318

Kohn-Sham gap: 8.227 eV
LUMO energy: 0.3 eV
ΔE to the lowest compared entry with this formula, charge and spin: 89.6 kcal per mole


[3]
Density functional theory data (ωB97M-V/def2-TZVPD) for a cluster of 2 separate species, C4H7N3 in total in a non-equilibrium geometry.

Each line ends with the natural charge from an NBO analysis.
CARTESIAN COORDINATES (ANGSTROEM)
C 0.983 -1.771 1.003  -0.668
C 0.727 -0.440 0.408  0.032
N -0.471 -0.028 0.006  -0.566
C -0.643 1.233 -0.566  0.290
N 0.240 2.154 -0.562  -0.632
C -1.881 1.429 -1.287  0.197
N -2.780 1.771 -1.927  -0.274
H 0.281 -2.514 0.642  0.215
H 0.904 -1.644 2.095  0.221
H 1.998 -2.114 0.778  0.238
H -0.055 -1.760 -1.516  -0.045
H 1.472 0.344 0.603  0.217
H -0.960 -0.872 -0.423  0.412
H -0.107 2.953 -1.101  0.363

Kohn-Sham gap (spin up / spin down): 10.274 / 5.347 eV
LUMO energy (spin up / spin down): -0.2 / -1.6 eV
ΔE to the lowest compared entry with this formula, charge and spin: 121.9 kcal per mole


[4]
Density functional theory data (ωB97M-V/def2-TZVPD) for the molecule C4H7N3.

Each line ends with the natural charge from an NBO analysis.
CARTESIAN COORDINATES (ANGSTROEM)
C 0.130 1.918 0.161  -0.416
N -0.781 1.228 -0.790  -0.629
C -0.571 -0.137 -0.497  0.287
C 0.608 -0.813 -0.884  -0.369
C 0.701 -1.865 -0.007  -0.046
N -0.422 -1.816 0.754  -0.341
N -1.211 -0.761 0.481  -0.306
H 0.849 1.175 0.535  0.203
H 0.709 2.724 -0.299  0.193
H -0.412 2.296 1.032  0.190
H -1.746 1.474 -0.581  0.372
H 1.295 -0.479 -1.648  0.237
H 1.510 -2.553 0.202  0.220
H -0.660 -2.392 1.541  0.406

Kohn-Sham gap: 9.806 eV
LUMO energy: 1.1 eV
SMILES: CNc1cc[nH]n1
ΔE to the lowest compared entry with this formula, charge and spin: 24.2 kcal per mole


[5]
Density functional theory data (ωB97M-V/def2-TZVPD) for a structure of composition C4H7N3O in a non-equilibrium geometry.

Each line ends with the natural charge from an NBO analysis.
CARTESIAN COORDINATES (ANGSTROEM)
C -0.759 -0.570 0.415  0.139
C 0.170 0.585 -0.852  0.364
N 0.582 1.169 -2.014  -0.786
N 1.677 0.079 1.044  -0.821
C 0.776 -0.440 0.052  -0.108
C -1.549 -1.426 1.035  -0.483
N -1.012 0.669 -0.242  0.059
O -2.079 1.287 -0.501  -0.565
H 1.565 1.388 -2.073  0.402
H -0.035 1.905 -2.338  0.411
H 1.252 0.843 1.559  0.368
H 1.958 -0.640 1.701  0.369
H 1.218 -1.318 -0.426  0.210
H -1.167 -2.323 1.487  0.213
H -2.597 -1.208 1.154  0.228

Kohn-Sham gap: 8.569 eV
LUMO energy: 0.8 eV
ΔE to the lowest compared entry with this formula, charge and spin: 88.4 kcal per mole


[6]
Density functional theory data (ωB97M-V/def2-TZVPD) for the molecule C4H7N3O in a non-equilibrium geometry.

Each line ends with the natural charge from an NBO analysis.
CARTESIAN COORDINATES (ANGSTROEM)
H -0.747 -2.320 -0.569  0.394
N 0.071 -1.634 -0.216  -0.642
C -0.030 -0.591 0.329  0.376
C -1.297 0.108 0.706  -0.309
C -2.319 -0.353 -0.153  -0.397
N 1.033 0.418 0.584  -0.400
N 0.779 1.544 -0.420  -0.700
C 2.468 -0.059 0.047  0.570
O 2.898 -1.115 0.228  -0.499
H -1.165 0.341 1.865  0.257
H -1.986 -0.603 -1.349  0.233
H -3.447 -0.228 0.265  0.227
H 0.651 2.345 0.442  0.403
H 0.119 1.299 -1.076  0.362
H 2.971 0.847 -0.683  0.126

Kohn-Sham gap: 9.560 eV
LUMO energy: 0.3 eV
SMILES: [H]/N=C(\C=C)N(N)C=O
ΔE to the lowest compared entry with this formula, charge and spin: 165.4 kcal per mole


[7]
Density functional theory data (ωB97M-V/def2-TZVPD) for the molecule C4H7N3O in a non-equilibrium geometry.

Each line ends with the natural charge from an NBO analysis.
CARTESIAN COORDINATES (ANGSTROEM)
H -3.308 -0.802 0.352  0.345
N -2.805 -0.070 -0.161  -0.523
C -1.542 -0.272 0.041  0.289
N -1.155 -1.340 0.823  -0.863
C -0.508 0.690 -0.599  0.478
O -0.820 1.585 -1.368  -0.452
C 0.922 0.470 -0.189  0.080
C 1.672 -0.249 -1.032  -0.491
N 1.369 1.031 0.993  -0.808
H -0.628 -2.007 0.260  0.380
H -0.449 -1.037 1.498  0.378
H 1.268 -0.643 -1.961  0.216
H 2.717 -0.453 -0.824  0.200
H 2.377 1.183 0.987  0.387
H 0.888 1.915 1.181  0.384

Kohn-Sham gap: 8.966 eV
LUMO energy: -0.2 eV
SMILES: [H]/N=C(\N)C(=O)C(=C)N
ΔE to the lowest compared entry with this formula, charge and spin: 45.7 kcal per mole


[8]
Density functional theory data (ωB97M-V/def2-TZVPD) for the molecule C4H7N3O in a non-equilibrium geometry.

Each line ends with the natural charge from an NBO analysis.
CARTESIAN COORDINATES (ANGSTROEM)
C 1.082 1.273 -0.215  0.169
N 2.125 0.469 -0.526  -0.216
N 2.315 -0.569 0.275  -0.293
C 1.221 -1.285 0.434  0.343
O 0.302 -1.222 -0.512  -0.569
C -1.240 -1.038 -0.125  -0.109
C -1.230 0.549 -0.109  -0.249
N 0.020 1.115 0.616  -0.649
H 0.919 2.011 -0.927  0.145
H 1.071 -2.298 0.965  0.172
H -1.588 -1.704 -1.158  0.256
H -1.421 -1.476 0.904  0.214
H -1.099 1.095 -1.007  0.202
H -2.121 0.955 0.588  0.209
H -0.356 2.125 0.796  0.375

Kohn-Sham gap: 9.388 eV
LUMO energy: 0.7 eV
SMILES: C1=N\N=C/OCCN/1
ΔE to the lowest compared entry with this formula, charge and spin: 134.3 kcal per mole


[9]
Density functional theory data (ωB97M-V/def2-TZVPD) for a structure of composition C4H7N3O in a non-equilibrium geometry.

Each line ends with the natural charge from an NBO analysis.
CARTESIAN COORDINATES (ANGSTROEM)
C -0.920 -0.200 -1.897  -0.648
C -0.881 1.094 -1.007  -0.272
C -0.030 -0.007 0.975  0.452
C 1.224 -0.323 2.669  0.386
H -1.636 -1.143 -1.328  0.218
H -1.407 -0.070 -3.116  0.209
H -0.037 -0.847 -2.184  0.205
H -1.769 1.659 -1.536  0.208
H 0.022 1.782 -1.142  0.197
H 1.799 -0.497 3.653  0.225
H 1.235 -1.234 0.015  0.349
N -1.012 0.693 0.336  -0.464
N -0.097 -0.296 2.257  -0.476
N 1.439 -0.115 0.609  -0.298
O 2.070 -0.496 1.695  -0.292

Kohn-Sham gap: 8.608 eV
LUMO energy: -0.1 eV
ΔE to the lowest compared entry with this formula, charge and spin: 165.6 kcal per mole


[10]
Density functional theory data (ωB97M-V/def2-TZVPD) for the molecule C4H7N3O in a non-equilibrium geometry.

Each line ends with the natural charge from an NBO analysis.
CARTESIAN COORDINATES (ANGSTROEM)
C -2.226 -0.071 0.048  -0.427
N -1.178 -1.070 -0.274  -0.610
C 0.173 -0.607 -0.255  0.207
N 1.055 -1.732 -0.186  -0.458
C 2.250 -1.136 0.047  0.320
O 2.205 0.250 -0.050  -0.440
C 0.853 0.584 -0.096  0.285
N 0.484 1.967 -0.210  -0.852
H -2.276 0.673 -0.804  0.211
H -3.133 -0.819 0.054  0.219
H -1.957 0.554 0.948  0.179
H -1.115 -1.930 0.356  0.388
H 3.226 -1.538 0.157  0.194
H 1.320 2.648 -0.687  0.405
H 0.319 2.228 0.951  0.379

Kohn-Sham gap: 8.598 eV
LUMO energy: 0.7 eV
SMILES: CNc1ncoc1N
ΔE to the lowest compared entry with this formula, charge and spin: 72.6 kcal per mole


[11]
Density functional theory data (ωB97M-V/def2-TZVPD) for the molecule C4H7N3O in a non-equilibrium geometry.

Each line ends with the natural charge from an NBO analysis.
CARTESIAN COORDINATES (ANGSTROEM)
C 2.007 1.342 0.883  -0.505
N 0.635 2.018 0.662  -0.102
N -0.406 1.535 0.233  -0.126
C -0.551 0.139 -0.291  -0.073
C 0.217 -0.879 -0.864  -0.059
N -0.801 -1.893 -1.157  -0.299
O -1.899 -1.569 -0.553  -0.384
C -1.937 -0.263 -0.036  -0.082
H 1.912 0.500 1.527  0.210
H 2.273 0.982 -0.151  0.205
H 2.691 2.119 1.401  0.228
H 1.264 -1.001 -1.242  0.240
H -0.535 -2.924 -0.994  0.369
H -2.141 -0.492 1.215  0.174
H -2.729 0.387 -0.634  0.205

Kohn-Sham gap: 7.971 eV
LUMO energy: 0.4 eV
SMILES: C/N=N\C1=CNOC1
ΔE to the lowest compared entry with this formula, charge and spin: 163.6 kcal per mole


[12]
Density functional theory data (ωB97M-V/def2-TZVPD) for a structure of composition C4H7N3O2 in a non-equilibrium geometry.

Each line ends with the natural charge from an NBO analysis.
CARTESIAN COORDINATES (ANGSTROEM)
C -1.315 0.252 -0.511  0.658
C 0.092 1.244 0.475  0.196
C 0.926 0.246 0.006  0.129
N 2.269 0.177 0.065  -0.737
N -0.140 -1.963 0.175  -0.807
C 0.044 -0.765 -0.624  -0.118
O -2.268 -0.294 0.333  -0.729
N -0.021 2.355 1.000  -0.573
O -1.684 0.879 -1.506  -0.609
H -3.116 0.023 -0.022  0.494
H 2.686 -0.745 0.028  0.406
H 2.771 0.925 0.527  0.400
H 0.809 2.943 0.869  0.337
H -0.514 -1.706 1.089  0.375
H -0.860 -2.540 -0.253  0.370
H 0.320 -1.029 -1.650  0.208

Kohn-Sham gap (spin up / spin down): 6.949 / 6.917 eV
LUMO energy (spin up / spin down): -0.8 / -0.9 eV
ΔE to the lowest compared entry with this formula, charge and spin: 100.5 kcal per mole


[13]
Density functional theory data (ωB97M-V/def2-TZVPD) for the molecule C4H7N3O2 in a non-equilibrium geometry.

Each line ends with the natural charge from an NBO analysis.
CARTESIAN COORDINATES (ANGSTROEM)
H -3.599 0.903 0.110  0.317
N -2.877 0.182 -0.015  -0.376
N -1.739 0.734 0.064  -0.189
C -0.632 -0.064 -0.013  0.036
C -0.748 -1.556 -0.013  -0.668
C 0.550 0.644 -0.039  0.122
N 0.566 1.998 -0.126  -0.771
C 1.912 0.062 -0.004  0.751
O 2.900 0.756 0.088  -0.592
O 1.980 -1.268 -0.063  -0.663
H -0.270 -1.981 -0.892  0.227
H -0.279 -1.987 0.870  0.224
H -1.807 -1.804 -0.018  0.246
H -0.310 2.471 0.024  0.415
H 1.445 2.458 0.052  0.413
H 2.909 -1.548 -0.024  0.507

Kohn-Sham gap: 7.780 eV
LUMO energy: -0.4 eV
SMILES: [H]/N=N/C(C)=C(\N)C(=O)O
ΔE to the lowest compared entry with this formula, charge and spin: 42.3 kcal per mole


[14]
Density functional theory data (ωB97M-V/def2-TZVPD) for the molecule C4H7N3O2 in a non-equilibrium geometry.

Each line ends with the natural charge from an NBO analysis.
CARTESIAN COORDINATES (ANGSTROEM)
O -2.436 0.382 -0.729  -0.724
C -1.333 -0.558 -0.672  -0.057
C -0.573 -0.358 0.570  -0.152
C -0.320 1.137 0.782  -0.005
N 0.721 1.793 0.445  -0.065
O 1.704 1.310 -0.617  -0.440
C 2.233 -0.042 -0.661  0.288
N 1.797 -1.053 -0.099  -0.281
N 0.632 -1.236 0.564  -0.473
H -2.101 1.363 -0.433  0.475
H -1.660 -1.584 -0.777  0.207
H -0.443 -0.197 -1.378  0.165
H -1.285 -0.538 1.332  0.221
H -0.854 1.619 1.616  0.226
H 3.293 0.145 -1.082  0.206
H 0.625 -2.181 1.137  0.410

Kohn-Sham gap: 8.996 eV
LUMO energy: 0.4 eV
SMILES: OC[C@@H]1C=NOC=NN1
ΔE to the lowest compared entry with this formula, charge and spin: 153.9 kcal per mole


[15]
Density functional theory data (ωB97M-V/def2-TZVPD) for a cluster of 2 separate species, C4H7N3S2 in total in a non-equilibrium geometry.

Each line ends with the natural charge from an NBO analysis.
CARTESIAN COORDINATES (ANGSTROEM)
C 0.785 -0.466 -0.076  0.425
C -1.174 0.415 0.018  0.386
C 2.241 -0.751 -0.063  -0.699
C -2.322 1.308 0.410  -0.674
N -0.157 -1.218 -0.682  -0.350
N 0.155 0.670 0.325  -0.435
N -1.418 -0.767 -0.449  -0.250
S 0.943 2.018 0.947  -0.269
S -2.654 -1.375 -2.492  -0.148
H 2.427 -1.641 0.571  0.249
H 2.556 -0.907 -1.085  0.249
H 2.859 0.236 0.251  0.298
H -3.224 0.591 0.409  0.252
H -1.960 1.755 1.391  0.263
H -2.539 2.148 -0.405  0.256
H -0.162 -2.253 -0.984  0.448

Kohn-Sham gap (spin up / spin down): 5.864 / 5.795 eV
LUMO energy (spin up / spin down): -1.9 / -2.0 eV
ΔE to the lowest compared entry with this formula, charge and spin: 92.3 kcal per mole


[16]
Density functional theory data (ωB97M-V/def2-TZVPD) for the ion C4H7N4 with charge +1 in a non-equilibrium geometry.

Each line ends with the natural charge from an NBO analysis.
CARTESIAN COORDINATES (ANGSTROEM)
C 0.495 -1.363 0.683  -0.437
N 0.160 -0.022 0.137  -0.179
C 0.117 0.268 -1.129  0.340
N -0.699 1.285 -1.416  -0.526
C -1.195 1.853 0.165  0.078
C -2.672 1.902 0.042  0.175
N -3.814 1.886 -0.062  -0.169
N -0.595 0.803 0.962  -0.432
H 1.683 -1.618 0.608  0.266
H 0.129 -1.466 1.666  0.251
H -0.253 -2.024 0.050  0.241
H 0.559 -0.298 -1.953  0.270
H -0.929 1.524 -2.304  0.435
H -0.907 2.899 0.493  0.269
H -0.062 1.203 1.773  0.418

Kohn-Sham gap: 10.328 eV
LUMO energy: -4.0 eV
SMILES: CN1C=[NH+][C@@H](C#N)N1
Total charge: +1
ΔE to the lowest compared entry with this formula, charge and spin: 83.1 kcal per mole


[17]
Density functional theory data (ωB97M-V/def2-TZVPD) for a structure of composition C4H7N4O in a non-equilibrium geometry.

Each line ends with the natural charge from an NBO analysis.
CARTESIAN COORDINATES (ANGSTROEM)
C -0.607 1.401 1.092  0.189
C 1.801 -0.580 -1.645  0.815
C -1.561 0.117 1.277  -0.291
C 0.556 0.062 -0.185  0.598
N 0.495 1.214 0.546  -0.389
N 0.669 0.237 -1.605  -0.665
N 1.621 -0.823 -0.244  -0.659
N -0.991 -0.691 0.241  -0.576
O 2.537 -0.927 -2.498  -0.472
H -0.832 2.363 1.530  0.233
H -1.384 -0.252 2.229  0.244
H -2.561 0.256 1.069  0.241
H 0.392 1.033 -2.163  0.440
H 2.279 -1.131 0.351  0.428
H -0.825 -1.565 0.595  0.424
H -1.589 -0.713 -0.589  0.440

Kohn-Sham gap: 10.906 eV
LUMO energy: -4.0 eV
Total charge: +1
ΔE to the lowest compared entry with this formula, charge and spin: 13.4 kcal per mole


Number 1: total energy -8730.7237 eV. Number 2: total energy -8727.7951 eV. Number 3: total energy -8726.3931 eV. Number 4: total energy -8730.6294 eV. Number 5: total energy -10775.9121 eV. Number 6: total energy -10772.5739 eV. Number 7: total energy -10777.7666 eV. Number 8: total energy -10773.9228 eV. Number 9: total energy -10772.5683 eV. Number 10: total energy -10776.5981 eV. Number 11: total energy -10772.6548 eV. Number 12: total energy -12823.1701 eV. Number 13: total energy -12825.6948 eV. Number 14: total energy -12820.8561 eV. Number 15: total energy -30397.9912 eV. Number 16: total energy -10211.6194 eV. Number 17: total energy -12261.0961 eV.